Computed, not measured: a structure of composition C3H33B3N2O18 in a non-equilibrium geometry, with ωB97M-V/def2-TZVPD.

For the largest force on an atom, the calculation gives 1.6 eV Å⁻¹. The electronic energy is -45517.2992 eV. The LUMO energy comes out at -0.6 eV. The frontier orbital gap comes out at 7.30 eV. As for the spin multiplicity: 1.

Geometry as XYZ:
```
59
Properties=species:S:1:pos:R:3:forces:R:3:mulliken_charge:R:1
N 0.3543 -1.5544 -1.2611 -0.7163 -0.2884 0.1485 -0.451
C 0.6760 -0.1338 -1.3242 -0.0544 -0.0891 -0.0941 -0.104
C 0.3754 0.4259 -2.7236 0.0638 -0.2227 0.3277 -0.573
C -0.5871 1.6323 -2.6976 0.2792 -0.4014 -0.4773 -0.934
B -2.0048 1.2735 -3.2181 -0.2219 1.2051 -0.9559 0.291
O -2.2793 0.2475 -4.1244 0.3955 -0.0569 0.8715 -0.329
B -3.0901 -0.6358 -3.4487 -0.6110 -0.3791 -0.8949 0.552
O -2.7756 -1.9422 -3.3738 -0.2457 -0.3640 0.5357 -0.420
O -4.2335 -0.1626 -2.7637 0.7138 -0.3815 0.8548 -0.509
B -3.8340 0.9517 -2.0694 -0.8727 0.7725 -0.4051 1.048
O -4.0135 1.1456 -0.6978 -0.3770 0.2183 -0.2546 -0.452
N -4.8705 0.1803 -0.1049 -0.2845 -0.4312 -0.1037 0.261
O -5.4041 0.6330 0.8166 -0.0503 0.0484 0.3839 -0.304
O -3.1701 1.9367 -2.7407 1.1300 -0.3125 0.6834 -0.510
H 0.8340 -2.0240 -0.4976 0.0037 0.2129 -0.2344 0.275
H 0.5158 -2.0184 -2.1420 0.4552 0.0816 0.0607 0.193
H 1.7119 0.0670 -1.0490 0.1685 0.0286 -0.0403 0.238
H 0.0466 0.3792 -0.6014 -0.0150 0.0933 0.2208 0.073
H 1.2981 0.6804 -3.2279 0.1799 0.0944 -0.0100 0.231
H -0.0552 -0.4049 -3.2764 -0.2048 0.0547 -0.2995 0.520
H -0.1865 2.4369 -3.3186 -0.0663 0.1503 -0.1244 0.276
H -0.6307 2.0425 -1.6945 -0.1700 0.1875 0.1739 0.427
H -3.2492 -2.2991 -2.6019 0.1408 -0.2293 -0.5658 0.294
O 1.7193 -1.7485 1.3157 0.4717 -0.0304 -0.2542 -0.586
H 1.5724 -0.9854 1.8843 -0.1874 -0.1412 0.0481 0.281
H 1.7598 -2.4843 1.9344 -0.0435 0.1012 0.0180 0.232
O 3.5175 -0.5113 3.3858 0.0186 0.2389 0.0730 -0.609
H 4.2149 -0.1796 3.9688 0.0949 -0.0827 -0.0251 0.317
H 3.7615 -0.1763 2.5159 -0.0455 -0.1661 -0.0156 0.308
O -4.4304 3.4473 -5.5854 0.0327 0.0101 0.0058 -0.655
H -4.5946 4.2500 -5.0790 -0.0291 -0.0881 0.0247 0.314
H -4.4015 2.7541 -4.9166 -0.0091 0.0563 0.0666 0.312
O -0.1433 -1.5800 3.2475 -0.2347 0.0561 0.5052 -0.527
H -1.0528 -1.7073 2.9560 0.0968 0.0282 -0.1634 0.278
H -0.2059 -1.4507 4.2005 0.0013 -0.0315 -0.0601 0.266
O 2.6440 -2.7078 -3.0194 0.0497 -0.1060 -0.2002 -0.567
H 2.5212 -2.4669 -3.9443 0.0155 0.0279 0.0545 0.298
H 3.2406 -3.4640 -3.0462 -0.0534 0.0177 0.0633 0.279
O 5.9434 0.0537 5.1018 -0.0004 0.0419 0.1749 -0.663
H 6.3545 0.7477 5.6290 -0.0037 0.0046 -0.1026 0.312
H 5.7112 -0.6308 5.7437 -0.0603 -0.0449 -0.0958 0.332
O 3.6633 -0.7257 6.6764 -0.0139 -0.0639 0.0014 -0.635
H 3.7032 0.1688 6.3160 -0.0470 0.0174 0.1097 0.343
H 2.7280 -0.9506 6.6374 0.0887 -0.0933 -0.0563 0.274
O 0.1377 -4.9655 -1.2083 -0.0863 0.0031 -0.0992 -0.652
H 0.2038 -4.0830 -1.5925 0.0446 -0.0001 0.1043 0.352
H -0.7977 -5.1819 -1.2772 0.0652 0.0050 0.0242 0.289
O -6.0482 3.3999 -2.5418 -0.0240 -0.2095 0.1107 -0.575
H -6.9313 3.0173 -2.5903 0.0291 0.0675 -0.0591 0.296
H -5.7959 3.3077 -1.6156 0.0502 0.1008 -0.0442 0.293
O -1.6411 0.8771 1.3208 -0.1058 -0.0906 0.1262 -0.580
H -2.5294 0.7371 0.9752 0.1200 0.1662 -0.0434 0.298
H -1.7641 1.0594 2.2585 0.0599 0.0135 -0.0632 0.275
O 3.6097 1.4577 8.4937 -0.0602 0.1040 0.1815 -0.628
H 3.8229 0.5557 8.7589 -0.0403 -0.0133 -0.1727 0.337
H 2.9148 1.7369 9.0990 0.0819 0.0430 -0.0247 0.305
O 3.4058 1.6374 -2.5349 0.1625 0.1498 -0.0558 -0.544
H 4.0639 1.9896 -1.9261 -0.0523 -0.0550 0.0078 0.263
H 3.6944 1.9453 -3.4009 -0.0270 -0.0282 0.0351 0.272
```
Positions in Å, forces in eV/Å.

Computed, not measured: a structure of composition C15H24AsMnN6O4, with ωB97M-V/def2-TZVPD.

For the largest force on an atom, the calculation gives 0.9 eV Å⁻¹. The electronic energy is -125217.2937 eV. For the energy above the lowest of the compared OMol25 structures with the same formula, charge and spin, the calculation gives 0.0000 eV. The LUMO energy (alpha / beta) comes out at -8.0 / -6.8 eV. The expectation value of S² is 6.156. The frontier orbital gap (alpha / beta) comes out at 7.21 / 8.44 eV. As for the spin multiplicity: 5. As for the charge: +2.

Geometry as XYZ:
```
51
Properties=species:S:1:pos:R:3:forces:R:3:mulliken_charge:R:1
Mn -0.0401 0.5047 0.8868 -0.4844 0.3469 0.6692 0.165
N -1.3651 2.4231 1.8869 -0.1420 -0.0188 -0.0068 -0.491
N -2.2655 1.8691 2.8182 -0.0582 -0.0752 -0.0120 -0.254
C -2.2272 0.5461 3.0723 -0.0325 0.3157 0.1679 0.840
N -2.9613 0.0231 4.0304 -0.0077 -0.0600 -0.0356 -0.370
N -1.3921 -0.1196 2.2673 -0.0438 -0.2228 -0.1770 0.007
N -1.0482 -1.4341 2.4585 0.4263 0.2984 -0.1074 1.210
O -0.1054 -1.7254 1.7086 -0.1551 -0.1532 0.0326 -0.676
O -1.5753 -2.1544 3.2508 -0.1673 -0.1520 0.0500 -0.650
H -0.7071 3.0255 2.3796 0.0400 -0.0701 -0.0833 0.312
H -1.8912 2.9851 1.2237 0.0018 0.0321 0.0347 0.298
H -2.8379 2.4839 3.3797 0.0102 -0.0114 0.0009 0.166
H -3.5417 0.5949 4.6244 0.0082 0.0073 0.0136 0.197
H -2.9143 -0.9733 4.2004 -0.0243 0.0480 0.0057 0.182
C -3.8062 -0.7378 -0.3421 0.0001 -0.0637 -0.0128 -1.042
C -3.0286 0.1184 -1.3332 -0.1205 0.0174 -0.0099 -0.487
As -1.1017 -0.0201 -1.2739 -0.0363 -0.1979 -0.1345 0.364
C -0.5137 1.2587 -2.6025 -0.0277 0.0242 -0.0678 -0.391
C -1.0023 0.9847 -4.0226 0.0190 0.1189 -0.0201 -1.210
C -0.7103 -1.8851 -1.6218 0.0461 -0.0668 -0.0642 -0.502
C -0.9752 -2.3476 -3.0525 0.0066 -0.0488 0.0451 -1.337
H -4.8731 -0.5387 -0.4400 0.0147 -0.0099 -0.0203 0.436
H -3.5316 -0.5369 0.6946 0.0281 0.0568 -0.0082 0.060
H -3.6616 -1.8027 -0.5251 0.0198 0.0116 -0.0069 0.351
H -3.2687 1.1788 -1.2470 -0.0391 0.0146 0.0220 0.486
H -3.2602 -0.1726 -2.3589 -0.1439 0.0209 -0.0274 0.506
H 0.5693 1.3148 -2.5407 0.0387 -0.0490 -0.0390 0.359
H -0.9163 2.2030 -2.2288 0.0234 0.0719 -0.0260 0.528
H -0.5300 0.1085 -4.4540 0.0444 -0.0442 -0.0035 0.262
H -0.7420 1.8405 -4.6454 -0.0033 -0.0208 -0.0161 0.414
H -2.0830 0.8613 -4.0844 -0.0119 0.0092 0.0327 0.336
H -1.3399 -2.4111 -0.9024 -0.0157 -0.0592 0.0082 0.544
H 0.3240 -2.0537 -1.3292 0.0279 -0.0177 -0.0419 0.491
H -1.9551 -2.0474 -3.4240 -0.0244 0.0173 0.0275 0.336
H -0.9391 -3.4365 -3.0804 0.0144 0.0086 -0.0079 0.395
H -0.2164 -1.9744 -3.7350 0.0286 0.0153 -0.0054 0.312
O 1.4041 1.2700 2.1227 0.3999 -0.2563 -0.2990 -0.778
C 2.2033 0.9268 1.1951 -0.2272 0.0445 0.1459 1.086
N 1.6135 0.7293 -0.0198 0.7905 -0.2859 -0.1882 -0.160
C 2.5603 -0.0057 -0.8477 -0.0731 0.3384 0.4175 -0.126
O 2.2883 -0.4818 -1.9040 -0.1247 -0.0598 -0.1949 -0.507
C 3.8332 -0.0290 -0.0642 -0.0894 -0.0450 -0.2576 0.362
C 5.0638 -0.5343 -0.4095 0.1070 -0.0350 -0.0078 -0.443
C 6.0729 -0.4536 0.5534 0.0042 -0.0093 -0.0140 -0.520
C 5.8436 0.1054 1.8080 -0.0380 -0.0052 -0.0326 -0.544
C 4.5908 0.6096 2.1510 0.1100 0.0052 0.0447 -0.540
C 3.6062 0.5314 1.1880 -0.0996 0.2155 0.2092 0.111
H 5.2401 -0.9764 -1.3812 0.0060 0.0031 0.0268 0.527
H 7.0568 -0.8389 0.3209 -0.0076 0.0070 0.0031 0.433
H 6.6510 0.1467 2.5266 -0.0104 -0.0003 -0.0185 0.425
H 4.4065 1.0479 3.1225 -0.0078 -0.0104 -0.0108 0.524
```
Positions in Å, forces in eV/Å.

Computed, not measured: a structure of composition C26H48AlCl2I3O8P in a non-equilibrium geometry, with ωB97M-V/def2-TZVPD.

For the largest force on an atom, the calculation gives 1.2 eV Å⁻¹. The electronic energy is -109357.2088 eV. The LUMO energy comes out at 2.0 eV. The frontier orbital gap comes out at 6.65 eV. As for the spin multiplicity: 1. As for the charge: -1.

Geometry as XYZ:
```
89
Properties=species:S:1:pos:R:3:forces:R:3:mulliken_charge:R:1
C 0.8664 -1.2989 1.4972 0.1960 -0.9936 -0.0162 -0.588
C 0.1014 -2.0988 0.4541 0.0046 0.1853 -0.0412 -0.391
I 0.8224 -4.1073 0.2488 -0.0733 0.2833 0.0620 0.001
C -0.8968 -1.5548 -0.2336 -0.0335 -0.4456 -0.1192 0.063
I -1.9330 -2.7689 -1.6757 0.1053 0.3216 0.3183 -0.039
Al -1.6099 0.3588 -0.1243 -0.2201 -0.6292 -0.4885 -0.783
C -3.5586 0.3470 -0.5799 -0.1315 0.2268 0.4531 -0.548
C -4.5766 -0.2071 0.4598 0.3003 -0.0476 -0.3908 -0.765
C -4.0246 -1.0257 1.6290 -0.7269 -0.2753 -0.0749 0.241
Cl -4.0211 -0.0884 3.1837 0.2453 -0.0830 -0.0691 -0.280
C -1.2960 1.3151 1.6520 -0.1749 1.1165 0.2835 -0.038
C -0.1369 2.2212 1.6222 0.2506 -1.0443 0.1026 -0.693
O 1.0142 1.9748 1.7719 -0.1265 0.1989 0.1399 -0.278
I -0.6480 4.3277 1.1588 -0.1984 0.2208 -0.1010 -0.168
P -0.5535 1.6671 -1.8492 0.0060 0.7013 -0.0478 0.110
O 1.0164 1.9949 -1.3659 -0.1535 -0.3813 -0.2850 -0.386
Cl -0.2402 0.2365 -3.3722 0.0742 -0.0287 0.1135 -0.279
H 1.6086 -1.9354 1.9809 0.0393 0.1022 -0.0494 0.619
H 0.1764 -0.9857 2.2762 0.0503 0.3452 -0.0250 0.269
H 1.4032 -0.4671 1.0470 -0.1826 0.2128 0.1015 0.111
H -3.7132 -0.1951 -1.5149 0.2027 0.0087 -0.0525 0.435
H -3.8370 1.3833 -0.8113 0.0499 0.0054 0.0021 0.361
H -5.1911 0.5973 0.8634 0.0050 -0.0047 0.0808 0.331
H -5.2708 -0.8696 -0.0636 -0.0491 -0.0180 0.0747 0.197
H -4.7037 -1.8510 1.8328 0.0494 0.0064 0.0656 0.195
H -3.0408 -1.4600 1.4559 0.1523 0.3025 0.1001 0.023
H -2.1904 1.9239 1.7994 -0.0548 -0.1393 -0.1621 0.672
H -1.2379 0.6556 2.5177 0.2772 -0.2113 -0.1372 0.346
H 1.4852 1.1768 -1.1598 0.0609 0.0716 0.2149 0.296
C 5.9783 0.2623 3.6210 0.1738 -0.3062 -0.1950 -0.936
C 4.6732 -0.4425 3.3520 -0.0127 0.0198 -0.0106 0.760
O 4.6316 -1.5795 2.9373 0.0018 0.0100 0.0314 -0.588
C 3.4210 0.3495 3.6320 -0.0857 -0.2395 -0.0485 -0.209
H 6.8086 -0.4031 3.3888 -0.0419 -0.0214 -0.0355 0.339
H 6.0495 1.1554 2.9972 -0.0374 0.1095 0.1289 0.216
H 6.0314 0.5583 4.6655 -0.0365 0.1805 0.0088 0.222
H 3.4046 1.2546 3.0230 0.0125 0.0724 0.1176 -0.291
H 3.3935 0.6266 4.6873 0.0688 0.1712 -0.0365 0.424
H 2.5474 -0.2510 3.3940 -0.0134 0.0131 -0.0157 0.100
C -9.1058 -1.9802 2.9906 0.0477 0.1020 -0.1552 -1.160
C -7.8581 -2.7485 2.6233 0.0485 0.0213 0.0183 0.879
O -7.1621 -2.4159 1.6954 -0.0220 -0.0115 -0.0371 -0.522
C -7.5199 -3.9490 3.4753 0.1459 -0.0069 -0.1239 -1.145
H -9.2313 -1.1451 2.3053 0.0168 -0.0075 0.0005 0.287
H -9.9791 -2.6319 2.9276 -0.0044 -0.0140 0.1179 0.348
H -9.0223 -1.5983 4.0093 -0.0632 -0.0806 0.0410 0.337
H -8.3299 -4.6792 3.4316 -0.0413 0.0312 0.1055 0.353
H -7.3761 -3.6420 4.5125 -0.0992 -0.0347 0.0295 0.331
H -6.6044 -4.4072 3.1085 -0.0035 0.0149 -0.0044 0.294
C 0.0703 -0.8188 -6.6484 -0.2541 -0.0698 -0.0656 -1.070
C -0.4806 -1.0814 -8.0250 0.0250 -0.0180 0.0670 0.934
O -1.6617 -1.2717 -8.2154 0.0205 0.0386 -0.0524 -0.594
C 0.5103 -1.1105 -9.1641 -0.1594 -0.0266 -0.1221 -1.230
H -0.7365 -0.8281 -5.9216 -0.0038 0.0103 0.0036 0.232
H 0.7962 -1.5912 -6.3875 0.0960 0.0783 -0.0137 0.349
H 0.5620 0.1545 -6.6181 0.1079 -0.0471 0.0261 0.391
H 1.2485 -1.8949 -8.9912 0.0625 0.0576 0.0390 0.299
H 1.0219 -0.1493 -9.2374 0.0985 -0.0412 0.0589 0.407
H -0.0118 -1.3116 -10.0973 -0.0033 -0.0018 0.0149 0.303
C 4.7239 6.4472 0.9920 0.2327 -0.0340 0.0460 -1.210
C 4.5413 5.0137 1.4385 -0.0651 -0.0658 0.0101 0.731
O 5.4798 4.3604 1.8391 0.0131 0.0431 0.0370 -0.568
C 3.1450 4.4566 1.3624 0.3573 -0.1680 0.0916 -0.456
H 5.7692 6.7322 1.0954 -0.0077 -0.0135 0.0003 0.333
H 4.4238 6.5525 -0.0515 -0.1145 0.0497 0.0307 0.329
H 4.1078 7.1090 1.6029 -0.0953 0.0090 -0.0922 0.310
H 2.7800 4.4903 0.3348 -0.1252 0.0821 0.0357 0.357
H 2.4742 5.0428 1.9914 -0.0881 0.0569 -0.1188 0.315
H 3.1373 3.4248 1.7030 -0.0454 0.0094 -0.0168 -0.184
C 6.6393 4.2648 6.5715 0.0773 -0.1728 -0.0404 -1.152
C 5.3462 3.5242 6.3297 -0.0302 -0.0107 -0.0957 0.828
O 5.3360 2.3707 5.9709 -0.0059 0.0291 0.1468 -0.500
C 4.0665 4.2938 6.5476 -0.0777 -0.1773 -0.0530 -1.107
H 7.4793 3.6021 6.3764 -0.0164 -0.0017 -0.0091 0.294
H 6.7030 5.1284 5.9080 -0.0316 0.0642 0.0716 0.326
H 6.6851 4.6089 7.6062 -0.0301 0.1120 -0.0269 0.346
H 4.0344 5.1592 5.8838 0.0299 0.0697 0.0769 0.320
H 4.0090 4.6387 7.5815 0.0304 0.1132 -0.0287 0.356
H 3.2150 3.6512 6.3360 0.0129 0.0001 -0.0103 0.260
C -2.2219 -4.5413 -8.1754 0.2068 0.0849 -0.0970 -0.794
C -1.0286 -5.4609 -8.1318 0.0026 0.0395 0.0016 0.826
O 0.0747 -5.0885 -8.4618 -0.0109 -0.0146 -0.0059 -0.554
C -1.2695 -6.8743 -7.6549 0.2195 -0.0183 -0.0336 -1.102
H -1.9128 -3.5618 -8.5273 -0.0614 0.0185 0.0065 0.029
H -2.9805 -4.9436 -8.8498 -0.0672 -0.0641 0.1082 0.343
H -2.6521 -4.4376 -7.1779 -0.0911 -0.0681 -0.0247 0.319
H -1.9923 -7.3693 -8.3056 -0.0936 0.0172 0.0793 0.308
H -1.6620 -6.8616 -6.6371 -0.1097 -0.0167 -0.0346 0.302
H -0.3339 -7.4293 -7.6704 -0.0041 0.0154 -0.0003 0.305
```
Positions in Å, forces in eV/Å.